# 1
Below is 2 unconnected molecules or ions with the total composition C4H10N2OS in a non-equilibrium geometry, with properties calculated with ωB97M-V with the def2-TZVPD basis set.

Geometry as XYZ:
```
18
Properties=species:S:1:pos:R:3:forces:R:3
C 0.9866 0.9093 3.2668 -0.6 0.5 0.2
C -0.6312 0.3391 -1.8954 2.6 0.9 -2.9
C -0.0253 0.4667 -0.5635 3.2 -1.6 0.0
C -0.0748 -1.0527 -2.3465 -2.0 -0.4 0.8
N -0.1061 -0.8684 -0.0187 0.5 -0.1 0.8
N 0.3180 -1.7182 -1.0526 -0.3 -0.2 -0.7
O -1.2940 1.5048 3.9208 -0.9 -0.6 0.0
S -0.5728 0.4609 3.1687 1.6 1.2 0.3
H 1.0923 1.7961 3.9025 0.0 -0.3 -0.2
H 1.8709 0.6308 2.7318 0.0 -0.9 -0.3
H -1.5585 -0.0006 -1.6432 -3.4 0.3 0.2
H -0.6112 1.2339 -2.6701 0.0 -2.0 1.7
H 1.0621 0.6398 -0.4120 -0.5 0.8 -0.9
H -0.5417 1.0422 0.0628 -2.0 2.9 2.5
H -0.9767 -1.5819 -2.8179 1.7 0.3 0.4
H 0.7771 -1.0185 -2.9492 1.1 0.0 -1.4
H -1.0359 -1.0793 0.2374 -1.2 -0.5 0.2
H 1.3213 -1.7041 -0.9218 0.1 -0.3 -0.6
```
Forces are in eV/Å.

- energy above the lowest of the compared OMol25 structures with the same formula, charge and spin (kJ/mol) = 467.6
- total energy (eV) = -20169.07664
- LUMO (eV) = -0.3
- multiplicity = 1

***

# 2
Below is 7 unconnected molecules or ions with the total composition C5H26N2O7 in a non-equilibrium geometry, with properties calculated with ωB97M-V with the def2-TZVPD basis set.

Geometry as XYZ:
```
40
Properties=species:S:1:pos:R:3:forces:R:3
C -0.7051 -0.2798 2.4877 0.4 0.3 0.7
C -0.3039 -0.5124 1.0366 -0.6 -0.3 -0.2
C -0.6523 -1.9581 0.6009 0.4 -0.3 0.5
O 0.5044 -2.7815 0.4218 0.1 0.3 -0.5
N -0.9407 0.4292 0.1018 0.6 0.3 -0.2
C -0.5065 1.8277 0.3184 -0.3 -0.5 -0.1
C -0.8595 2.7341 -0.8782 0.1 0.5 0.4
N -2.1184 2.4889 -1.5667 0.3 0.1 0.0
H -0.2504 -0.9946 3.1853 -0.2 -0.3 -0.4
H -1.7882 -0.2884 2.6114 -0.1 -0.2 0.0
H -0.3359 0.6683 2.8846 -0.1 0.2 -0.3
H 0.7726 -0.3805 0.9549 0.2 0.0 -0.1
H -1.2079 -2.4576 1.4020 -0.1 0.1 -0.2
H -1.2631 -1.9672 -0.3074 0.0 0.1 0.1
H 0.9276 -2.5520 -0.4443 -0.1 -0.2 0.4
H -1.9490 0.3662 0.2100 0.0 0.1 0.0
H 0.5788 1.7966 0.4661 -0.1 0.2 0.0
H -0.9430 2.2150 1.2452 0.0 0.2 0.0
H -0.8691 3.7709 -0.5175 0.0 -0.1 0.0
H -0.0417 2.7130 -1.6009 -0.1 -0.2 -0.2
H -2.8966 2.3531 -0.9351 0.1 0.0 0.1
H -2.0348 1.6600 -2.1291 -0.1 -0.2 -0.2
O -3.9756 0.8599 0.4331 -0.4 0.0 0.4
H -4.2735 1.1657 1.3095 0.0 -0.3 -0.6
H -4.7329 0.4151 0.0187 0.3 0.2 0.3
O 3.0885 -2.0147 1.2106 -0.7 -0.7 0.5
H 3.4181 -2.4204 2.0287 0.0 0.2 -0.4
H 2.1488 -2.3420 1.1454 0.6 0.3 0.0
O 1.9752 0.5345 -2.0124 0.3 0.3 -0.9
H 1.0699 0.6119 -1.7021 -0.4 0.0 0.4
H 1.8179 0.6006 -2.9774 0.3 -0.1 0.6
O -0.4748 -0.5752 -2.6798 -0.4 0.3 0.2
H 0.0016 -1.3643 -2.3986 0.0 -0.1 0.0
H -0.8411 -0.1923 -1.8478 0.3 -0.3 -0.1
O 2.2202 -2.1427 -1.5967 -0.2 0.1 -0.2
H 2.9158 -2.2926 -0.9448 0.1 0.1 0.0
H 2.2260 -1.1767 -1.7885 0.2 -0.2 0.2
O 3.4565 0.7888 1.0037 -0.1 -0.5 0.4
H 3.3723 -0.1737 1.2050 0.0 0.7 -0.4
H 3.4698 0.8669 0.0457 0.0 -0.1 -0.1
```
Forces are in eV/Å.

- energy above the lowest of the compared OMol25 structures with the same formula, charge and spin (kJ/mol) = 46.7
- total energy (eV) = -22920.24071
- LUMO (eV) = 0.1
- multiplicity = 1

***

# 3
Below is 20 unconnected molecules or ions with the total composition C30H100N30O20 in a non-equilibrium geometry, with properties calculated with ωB97M-V with the def2-TZVPD basis set.

Geometry as XYZ:
```
180
Properties=species:S:1:pos:R:3:forces:R:3
C 3.2366 0.5278 6.2516 1.8 -1.7 -0.2
O 3.7767 -0.4153 5.6664 -0.1 -0.2 0.7
N 3.3238 0.8430 7.5244 1.5 -2.0 4.4
N 2.5608 1.4217 5.6570 -2.9 2.9 -3.7
H 3.7194 0.0913 8.0709 0.1 0.4 0.4
H 2.8855 1.5903 8.0436 0.0 -0.2 -0.6
H 2.5801 1.3227 4.6521 -0.4 0.9 -0.3
H 2.1151 2.1569 6.1871 0.2 0.1 -0.8
C -0.6367 -3.1825 -3.9913 3.0 1.3 -0.2
O 0.4570 -3.7397 -4.0669 0.6 0.6 0.5
N -0.9663 -1.9010 -3.7848 1.6 2.1 0.5
N -1.7130 -3.8517 -4.1515 -5.3 -4.1 -0.4
H -1.9384 -1.6293 -3.7473 -0.1 0.2 0.0
H -0.2823 -1.1623 -3.8657 0.1 -0.4 0.0
H -1.6896 -4.8536 -4.2768 0.2 0.3 -0.1
H -2.6168 -3.4009 -4.1465 0.1 -0.1 -0.1
C -0.2664 -1.3027 5.8497 -1.8 1.5 -2.8
O -0.9542 -1.8547 4.9715 -0.6 -0.3 0.0
N -0.3780 0.0017 6.0369 -1.1 1.1 0.7
N 0.6383 -1.9130 6.4879 3.9 -4.0 2.3
H 0.3327 0.5900 6.4479 -0.6 -0.2 -0.1
H -1.2758 0.2763 5.6645 0.7 1.2 0.0
H 0.7380 -2.8762 6.2007 0.2 -0.4 0.0
H 1.2682 -1.6072 7.2158 -0.5 0.4 -0.3
C -4.0173 -0.6043 2.5346 2.4 0.7 0.5
O -4.7977 -0.8127 1.6770 -3.9 -1.5 -3.8
N -4.0043 0.4629 3.2505 -2.4 4.8 2.7
N -2.9077 -1.2556 2.6945 3.4 -4.0 -1.0
H -4.7154 1.1114 2.9440 -0.1 0.1 0.5
H -3.1776 0.8636 3.6703 0.2 -0.3 0.0
H -2.7036 -1.8494 1.9033 0.1 -0.4 0.5
H -2.2578 -1.2764 3.4673 -0.1 0.3 0.4
C -2.4235 6.4154 -4.3166 2.2 -0.3 -2.4
O -1.4228 6.7501 -4.9752 -1.5 -0.8 -0.1
N -2.7549 7.0719 -3.2366 -0.2 1.8 2.3
N -3.3125 5.4093 -4.5390 -0.4 -1.4 -0.8
H -3.3335 6.5720 -2.5767 0.1 0.7 0.4
H -2.0819 7.7956 -3.0281 -0.3 -0.2 0.6
H -3.3173 4.8385 -5.3722 0.5 0.3 0.2
H -3.7309 4.9911 -3.7204 -0.2 0.3 -0.3
C -4.4047 -1.6915 -2.5324 3.6 1.8 -0.2
O -3.6486 -1.3837 -3.4329 0.9 0.1 -2.2
N -5.5789 -2.1240 -2.6606 -5.9 -2.6 -1.3
N -4.0475 -1.5621 -1.2947 2.2 0.8 4.1
H -5.9462 -2.5263 -1.8101 -0.6 -0.2 -0.6
H -5.8127 -2.5351 -3.5530 -0.3 0.1 0.2
H -3.1061 -1.2330 -1.1347 -0.2 0.1 0.0
H -4.6694 -1.5252 -0.4998 0.1 0.0 0.1
C -1.0661 -5.7048 -0.3674 2.7 -0.3 0.2
O -0.9449 -6.1995 0.7224 -0.3 -1.1 3.3
N -2.1237 -5.7120 -1.0519 -4.2 0.3 -2.7
N -0.0193 -5.2045 -0.9839 2.1 0.8 0.1
H -2.0163 -5.1370 -1.8753 -1.3 -0.2 -0.1
H -2.9693 -5.9295 -0.5441 -0.6 0.3 -0.6
H -0.0602 -4.8426 -1.9260 0.9 0.1 0.1
H 0.7607 -5.3227 -0.3533 0.8 0.6 -1.0
C 6.9464 -3.7559 -0.3778 4.8 -0.6 0.7
O 8.0157 -3.9970 -0.9101 1.1 0.0 -0.9
N 5.8109 -4.0180 -0.8754 -5.2 -1.3 -3.8
N 6.8403 -3.3923 0.8635 -0.1 2.0 4.2
H 5.0421 -3.3904 -0.6878 -0.3 -0.5 -0.1
H 5.8920 -4.5442 -1.7337 -0.6 0.5 -0.1
H 7.6279 -3.0620 1.4026 -0.3 -0.1 -0.3
H 5.9041 -3.3538 1.2405 0.3 0.2 0.4
C -1.2435 2.5820 4.1524 1.5 -1.2 1.6
O -1.6201 1.4552 4.2404 -0.7 -4.0 -0.9
N -0.0839 3.0658 4.5002 5.4 0.3 1.0
N -2.0212 3.5377 3.9042 -4.1 4.3 -1.9
H 0.1033 4.0568 4.4462 -0.2 0.4 0.3
H 0.8012 2.5794 4.5128 -0.6 -0.7 -0.2
H -2.9818 3.2890 3.7157 0.1 0.9 0.2
H -1.5865 4.4150 4.1521 -1.5 0.8 -0.4
C 3.5626 4.2930 -1.7384 1.5 -4.2 -0.2
O 4.0103 3.1643 -1.7843 0.8 -2.0 -0.1
N 4.2511 5.3197 -1.4975 4.7 5.1 1.5
N 2.3463 4.5936 -1.8991 -6.0 0.5 -0.8
H 3.8324 6.2205 -1.6803 0.9 0.0 0.3
H 5.1942 5.1793 -1.1644 -0.1 0.5 -0.3
H 1.7318 3.7955 -1.9736 -0.5 0.6 -0.1
H 2.1122 5.5182 -1.5667 -1.1 -0.7 -0.3
C -0.0755 -5.1281 3.8459 1.5 -1.8 1.3
O 0.6123 -4.9342 4.8351 0.6 1.7 1.4
N -0.0935 -6.2970 3.2970 0.6 -4.8 -0.8
N -0.8382 -4.3376 3.1672 -1.2 3.4 0.0
H 0.5743 -6.9607 3.6624 -0.4 -0.1 -0.3
H -0.6027 -6.4404 2.4366 0.6 -0.6 0.1
H -1.1669 -4.7533 2.3074 -0.3 1.3 -0.3
H -0.7249 -3.4194 3.5723 -1.2 0.9 -0.9
C 3.3145 2.1510 1.6961 0.3 1.0 -2.7
O 2.9226 2.5754 2.7475 -1.8 0.3 2.9
N 2.5871 1.6619 0.6834 -1.3 -0.5 0.8
N 4.5355 2.4424 1.2655 2.2 -0.2 0.6
H 1.5992 1.7225 0.8847 -0.3 -1.1 -0.7
H 3.0831 1.1508 -0.0327 -0.9 0.2 -0.1
H 4.9364 3.1666 1.8441 0.8 -0.3 -0.6
H 4.7211 2.2124 0.2997 0.6 0.9 0.2
C 3.2347 -2.0053 2.3088 1.9 0.4 1.9
O 3.4838 -2.6513 1.3296 0.3 -0.9 -3.3
N 4.0132 -0.9900 2.7487 0.6 0.8 -1.6
N 2.3700 -2.3653 3.1999 -3.9 -1.3 2.7
H 4.5067 -0.6242 1.9470 0.6 0.6 0.8
H 3.9665 -0.6149 3.6853 0.1 0.2 -0.1
H 2.1682 -1.8296 4.0320 0.3 0.1 -0.2
H 1.7189 -3.1233 3.0532 0.4 -0.1 -0.2
C 2.6869 -1.0372 -6.7148 -3.7 1.8 -0.7
O 1.7101 -0.3123 -6.3922 1.4 -1.0 0.0
N 2.6801 -1.8403 -7.7718 0.2 -1.7 -2.0
N 3.8633 -1.0700 -6.1522 2.2 0.8 2.5
H 1.9481 -1.9584 -8.4576 0.2 0.3 0.5
H 3.5902 -2.2543 -7.9150 -0.7 -0.3 -0.8
H 3.9174 -0.5709 -5.2758 0.4 0.1 0.3
H 4.5478 -1.7797 -6.3710 -0.3 0.3 0.3
C 0.1076 6.2762 3.2820 0.5 -0.1 3.5
O 0.0745 5.9506 4.4849 -0.8 0.5 0.0
N -0.0182 7.4942 2.8123 -0.6 1.7 0.5
N 0.4003 5.4162 2.3913 0.9 -3.9 -4.3
H -0.0929 8.1412 3.5842 0.0 0.9 -0.9
H 0.1457 7.6118 1.8226 -0.1 1.0 0.6
H 0.4657 5.6995 1.4240 0.0 -0.4 0.2
H 0.4040 4.4216 2.5673 0.2 0.2 0.0
C 2.5726 -1.2355 -2.7118 -0.4 -0.7 -0.4
C 3.2514 0.0653 -2.4201 1.1 0.7 -0.2
C 4.3165 -0.1028 -1.3151 0.2 -1.0 0.0
O 3.8810 0.4835 -3.6658 -0.2 -0.4 0.6
H 3.3108 -2.0322 -2.8038 0.0 -0.1 0.0
H 2.0316 -1.2070 -3.6576 0.1 0.2 -0.1
H 1.8306 -1.5544 -1.9799 0.2 0.2 0.3
H 2.5245 0.8379 -2.1696 0.0 0.1 0.2
H 3.8994 -0.5194 -0.3983 -0.4 0.1 0.2
H 5.0022 0.7040 -1.0563 -0.5 0.5 -0.4
H 5.0031 -0.9104 -1.5690 0.0 -0.1 -0.5
H 4.2902 1.3402 -3.5231 0.0 0.3 0.2
C -4.4281 3.2165 -1.7963 -0.5 -1.9 0.5
C -4.0645 4.2679 -0.8187 1.8 -0.7 0.0
C -2.5387 4.2349 -0.5026 0.3 -0.2 0.0
O -4.4056 5.4407 -1.4855 -0.3 1.9 0.3
H -3.9749 3.3479 -2.7789 -0.1 0.1 0.1
H -5.5143 3.1411 -1.8468 0.0 0.1 -0.5
H -4.0988 2.2511 -1.4120 0.1 -0.2 -0.1
H -4.6812 4.2394 0.0797 0.2 -0.5 0.2
H -2.1100 3.2460 -0.3402 -0.6 -0.3 0.4
H -2.2016 4.8397 0.3393 -0.4 0.2 0.2
H -1.9225 4.5422 -1.3476 -0.4 0.5 -0.4
H -4.5006 6.0691 -0.7659 -0.2 0.7 -0.3
C -0.3615 0.8632 -1.2760 -0.6 -0.8 -1.2
C -0.6453 0.2171 0.0575 -0.9 -0.4 -0.1
C -0.0027 -1.1320 0.4173 0.5 0.7 0.2
O -0.2835 1.2265 0.9489 0.9 1.5 1.4
H -1.0651 1.6653 -1.4986 -0.2 0.1 0.3
H -0.5469 0.1228 -2.0542 0.3 0.0 -0.2
H 0.6240 1.3026 -1.4303 0.2 -0.4 0.4
H -1.7218 0.1195 0.1980 -0.4 -0.3 -0.5
H -0.3653 -1.4397 1.3980 0.1 0.1 0.2
H 1.0645 -0.9270 0.5015 0.2 -0.4 0.1
H -0.1415 -2.0000 -0.2273 -0.2 0.4 -0.5
H -0.7299 1.2105 1.7986 -0.2 -0.6 0.2
C -4.5008 -6.9554 2.3056 -0.2 0.2 0.7
C -5.0701 -5.8416 1.4112 0.3 -1.2 2.4
C -4.5018 -4.5659 1.7892 0.2 2.9 0.8
O -4.6748 -6.1891 0.1606 0.5 -1.1 -2.8
H -4.7296 -7.9090 1.8297 -0.3 -0.4 0.4
H -4.8599 -6.9172 3.3341 -0.3 -0.2 -0.1
H -3.4145 -6.9058 2.3804 0.1 0.3 -0.3
H -6.1586 -5.8181 1.4625 -0.2 0.0 0.2
H -4.5855 -4.4560 2.8704 -0.3 0.4 0.0
H -5.0143 -3.7533 1.2743 -0.3 0.3 0.3
H -3.4608 -4.3249 1.5742 0.3 -1.0 -0.2
H -4.5309 -7.1220 0.3353 0.2 -0.4 -1.4
C -1.3537 1.4952 -5.1361 0.2 1.4 -0.6
C -0.5118 2.7833 -5.4020 1.2 -1.4 0.4
C 0.5713 2.9144 -4.3144 0.3 -0.2 -0.1
O 0.2374 2.6179 -6.6507 -1.6 0.6 1.0
H -2.0077 1.6689 -4.2816 0.3 -0.4 0.4
H -0.6546 0.6619 -5.0649 -0.3 -0.2 0.3
H -2.0367 1.3148 -5.9662 0.1 0.0 -0.2
H -1.1769 3.6457 -5.3564 0.3 0.2 -0.7
H 1.2598 2.0710 -4.3667 -0.3 -0.6 -0.1
H 0.1677 2.9320 -3.3021 -0.2 0.2 0.1
H 1.2826 3.7238 -4.4791 -0.6 0.6 0.0
H 0.3585 1.6656 -6.6469 0.6 -0.4 -0.5
```
Forces are in eV/Å.

- total energy (eV) = -118393.65178
- LUMO (eV) = -0.8
- multiplicity = 1

***

What did the second record say?
Below is 7 unconnected molecules or ions with the total composition C5H26N2O7 in a non-equilibrium geometry, with properties calculated with ωB97M-V with the def2-TZVPD basis set.

Geometry as XYZ:
```
40
Properties=species:S:1:pos:R:3:forces:R:3
C -0.7051 -0.2798 2.4877 0.4 0.3 0.7
C -0.3039 -0.5124 1.0366 -0.6 -0.3 -0.2
C -0.6523 -1.9581 0.6009 0.4 -0.3 0.5
O 0.5044 -2.7815 0.4218 0.1 0.3 -0.5
N -0.9407 0.4292 0.1018 0.6 0.3 -0.2
C -0.5065 1.8277 0.3184 -0.3 -0.5 -0.1
C -0.8595 2.7341 -0.8782 0.1 0.5 0.4
N -2.1184 2.4889 -1.5667 0.3 0.1 0.0
H -0.2504 -0.9946 3.1853 -0.2 -0.3 -0.4
H -1.7882 -0.2884 2.6114 -0.1 -0.2 0.0
H -0.3359 0.6683 2.8846 -0.1 0.2 -0.3
H 0.7726 -0.3805 0.9549 0.2 0.0 -0.1
H -1.2079 -2.4576 1.4020 -0.1 0.1 -0.2
H -1.2631 -1.9672 -0.3074 0.0 0.1 0.1
H 0.9276 -2.5520 -0.4443 -0.1 -0.2 0.4
H -1.9490 0.3662 0.2100 0.0 0.1 0.0
H 0.5788 1.7966 0.4661 -0.1 0.2 0.0
H -0.9430 2.2150 1.2452 0.0 0.2 0.0
H -0.8691 3.7709 -0.5175 0.0 -0.1 0.0
H -0.0417 2.7130 -1.6009 -0.1 -0.2 -0.2
H -2.8966 2.3531 -0.9351 0.1 0.0 0.1
H -2.0348 1.6600 -2.1291 -0.1 -0.2 -0.2
O -3.9756 0.8599 0.4331 -0.4 0.0 0.4
H -4.2735 1.1657 1.3095 0.0 -0.3 -0.6
H -4.7329 0.4151 0.0187 0.3 0.2 0.3
O 3.0885 -2.0147 1.2106 -0.7 -0.7 0.5
H 3.4181 -2.4204 2.0287 0.0 0.2 -0.4
H 2.1488 -2.3420 1.1454 0.6 0.3 0.0
O 1.9752 0.5345 -2.0124 0.3 0.3 -0.9
H 1.0699 0.6119 -1.7021 -0.4 0.0 0.4
H 1.8179 0.6006 -2.9774 0.3 -0.1 0.6
O -0.4748 -0.5752 -2.6798 -0.4 0.3 0.2
H 0.0016 -1.3643 -2.3986 0.0 -0.1 0.0
H -0.8411 -0.1923 -1.8478 0.3 -0.3 -0.1
O 2.2202 -2.1427 -1.5967 -0.2 0.1 -0.2
H 2.9158 -2.2926 -0.9448 0.1 0.1 0.0
H 2.2260 -1.1767 -1.7885 0.2 -0.2 0.2
O 3.4565 0.7888 1.0037 -0.1 -0.5 0.4
H 3.3723 -0.1737 1.2050 0.0 0.7 -0.4
H 3.4698 0.8669 0.0457 0.0 -0.1 -0.1
```
Forces are in eV/Å.

- energy above the lowest of the compared OMol25 structures with the same formula, charge and spin (kJ/mol) = 46.7
- total energy (eV) = -22920.24071
- LUMO (eV) = 0.1
- multiplicity = 1

***

total energy of number 3 (C30H100N30O20)?
-118393.65178 eV

***

Look up the LUMO of the third one.
-0.8 eV